No. 1
Molecular formula: C4H10N2O2
Method: DFT, wB97M-V/def2-TZVPD

Its molecular weight is 118.1 g mol⁻¹. The frontier orbital gap comes out at 9.595 eV. Its total charge is 0. Its spin multiplicity is 1. The electronic energy comes out at -418.3457 a.u. The energy relative to the best compared isomer or geometry (same formula, charge and spin) comes out at 3.137 eV.

Geometry (Å):
N1 -0.192 -0.874 -2.875
C1 -0.589 -0.533 -1.611
O1 -1.661 -0.028 -1.550
C2 0.390 -0.609 -0.428
C3 0.041 0.599 0.525
N2 -1.332 0.371 1.102
C4 1.213 0.549 1.618
O2 0.950 1.587 2.524
H1 -0.893 -0.758 -3.682
H2 0.579 -1.543 -3.123
H3 0.353 -1.547 0.333
H4 1.407 -0.771 -0.934
H5 -0.122 1.441 -0.217
H6 -2.110 0.610 0.400
H7 -1.456 -0.470 1.577
H8 1.167 -0.517 2.181
H9 2.218 0.952 1.168
H10 0.036 1.541 2.991

***

No. 2
Molecular formula: C4H10N2O2
Method: DFT, wB97M-V/def2-TZVPD

Its molecular weight is 118.1 g mol⁻¹. The frontier orbital gap comes out at 10.238 eV. Its total charge is 0. Its spin multiplicity is 1. The electronic energy comes out at -418.3692 a.u. The energy relative to the best compared isomer or geometry (same formula, charge and spin) comes out at 2.498 eV.

Geometry (Å):
C1 4.015 0.105 0.064
C2 2.392 0.056 -0.015
N1 1.814 -1.190 0.024
O1 1.701 1.068 -0.096
H1 4.281 0.990 -0.625
H2 4.450 -0.978 -0.270
H3 4.554 0.478 1.010
H4 0.873 -1.357 0.356
H5 2.441 -1.941 0.344
C3 -3.937 -0.252 0.077
C4 -2.435 0.019 -0.063
N2 -1.871 1.298 -0.019
O2 -1.763 -1.067 -0.219
H6 -4.382 0.736 0.527
H7 -3.732 -0.842 1.169
H8 -4.333 -0.850 -0.650
H9 -0.853 1.552 -0.079
H10 -2.603 1.887 0.323

***

No. 3
Molecular formula: C4H10N2O2
Method: DFT, wB97M-V/def2-TZVPD

Its molecular weight is 118.1 g mol⁻¹. The frontier orbital gap (alpha / beta) comes out at 10.356 / 5.254 eV. Its total charge is +1. Its spin multiplicity is 2. The electronic energy comes out at -418.0668 a.u. The energy relative to the best compared isomer or geometry (same formula, charge and spin) comes out at 1.934 eV.

Geometry (Å):
C1 0.964 3.115 -1.417
C2 1.094 1.997 -0.408
O1 0.549 0.925 -0.456
N1 2.046 2.208 0.572
H1 0.891 2.616 -2.466
H2 1.877 3.777 -1.318
H3 1.852 1.393 1.287
H4 2.282 3.082 0.999
H5 0.086 3.697 -1.317
C3 -1.423 -3.322 1.178
C4 -1.335 -2.092 0.259
O2 -2.277 -1.348 -0.083
N2 -0.004 -1.630 0.178
H6 0.105 -0.606 -0.226
H7 0.772 -2.161 0.522
H8 -2.088 -4.049 0.581
H9 -1.738 -2.943 2.093
H10 -0.308 -3.650 1.237

***

No. 4
Molecular formula: C4H10N2O3
Method: DFT, wB97M-V/def2-TZVPD

Its molecular weight is 134.1 g mol⁻¹. The frontier orbital gap comes out at 9.673 eV. Its total charge is 0. Its spin multiplicity is 1. The electronic energy comes out at -493.5659 a.u. The energy relative to the best compared isomer or geometry (same formula, charge and spin) comes out at 3.243 eV.

Geometry (Å):
C1 -1.173 1.771 0.374
C2 -0.967 0.292 0.281
C3 -0.680 -0.314 -1.057
O1 -1.694 -0.434 1.139
H1 -1.089 -1.206 1.378
H2 -2.127 2.029 -0.102
H3 -0.383 2.296 -0.165
H4 -1.208 2.090 1.416
H5 -1.061 -1.334 -1.126
H6 -1.026 0.303 -1.885
N1 0.801 -0.184 0.781
C4 0.898 -0.385 -1.061
N2 0.690 -1.523 1.290
O2 1.395 0.872 -1.469
O3 1.487 -1.405 -1.467
H7 2.171 0.645 -2.006
H8 1.687 0.297 0.934
H9 1.220 -1.627 2.152
H10 1.060 -2.183 0.594

***

No. 5
Molecular formula: C4H10N2O3P2
Method: DFT, wB97M-V/def2-TZVPD

Its molecular weight is 196.1 g mol⁻¹. The frontier orbital gap comes out at 8.725 eV. Its total charge is 0. Its spin multiplicity is 1. The electronic energy comes out at -1176.2018 a.u. The energy relative to the best compared isomer or geometry (same formula, charge and spin) comes out at 4.642 eV.

Geometry (Å):
C1 1.657 -1.234 0.463
C2 2.363 -2.159 1.504
C3 -2.959 1.053 -0.848
C4 -0.322 0.150 -0.161
N1 2.181 -1.477 -0.653
N2 -0.131 2.348 1.421
O1 2.410 1.474 2.391
O2 -1.461 2.479 0.619
O3 0.675 -0.310 0.880
P1 1.054 1.017 2.544
P2 -1.892 0.890 0.662
H1 2.246 -3.124 1.046
H2 3.433 -1.839 1.395
H3 2.044 -2.050 2.581
H4 -2.600 0.417 -1.668
H5 -2.856 2.070 -1.187
H6 -4.020 0.869 -0.590
H7 0.355 0.754 -0.720
H8 -0.714 -0.654 -0.839
H9 1.850 -0.895 -1.341
H10 0.023 3.235 1.724

***

No. 6
Molecular formula: C4H10N2O4S2
Method: DFT, wB97M-V/def2-TZVPD

Its molecular weight is 214.3 g mol⁻¹. The frontier orbital gap comes out at 10.806 eV. Its total charge is 0. Its spin multiplicity is 1. The electronic energy comes out at -1365.1409 a.u. The energy relative to the best compared isomer or geometry (same formula, charge and spin) comes out at 0.843 eV.

Geometry (Å):
C1 0.009 0.929 -0.986
C2 -1.923 -1.219 0.371
C3 -0.152 -0.553 -1.298
C4 -1.615 -1.081 -1.144
N1 -0.222 1.379 0.340
N2 1.211 0.021 2.142
O1 1.215 1.448 -1.553
O2 2.399 -0.376 -0.329
O3 2.200 1.867 0.712
O4 0.554 2.351 2.478
S1 2.501 1.010 -0.736
S2 0.792 1.442 1.428
H1 -0.853 1.463 -1.562
H2 -1.511 -2.153 0.612
H3 -3.093 -1.212 0.447
H4 -1.577 -0.529 1.098
H5 0.273 -0.885 -2.340
H6 0.400 -1.100 -0.551
H7 -2.232 -0.213 -1.494
H8 -1.734 -1.984 -1.921
H9 1.247 -0.824 1.668
H10 2.112 0.218 2.619

***

No. 7
Molecular formula: C4H10N2OS
Method: DFT, wB97M-V/def2-TZVPD

Its molecular weight is 134.2 g mol⁻¹. The frontier orbital gap comes out at 5.627 eV. Its total charge is -2. Its spin multiplicity is 1. The electronic energy comes out at -741.1984 a.u. The energy relative to the best compared isomer or geometry (same formula, charge and spin) comes out at 2.163 eV.

Geometry (Å):
N1 0.152 2.264 0.267
C1 -0.477 0.875 0.262
C2 -1.544 0.890 -0.892
S1 -2.975 2.060 -0.860
C3 0.841 0.026 0.311
N2 0.667 -1.281 0.962
C4 0.859 -2.546 -0.034
O1 2.121 -2.718 -0.111
H1 -0.255 2.745 1.170
H2 -0.153 2.785 -0.561
H3 -1.178 0.700 1.251
H4 -1.842 -0.157 -1.250
H5 -0.991 1.178 -1.934
H6 1.632 0.404 0.901
H7 1.117 -0.078 -0.684
H8 1.360 -1.456 1.591
H9 0.309 -3.249 0.600
H10 0.357 -2.442 -0.989

***

No. 8
Molecular formula: C4H10N2OS
Method: DFT, wB97M-V/def2-TZVPD

Its molecular weight is 134.2 g mol⁻¹. The frontier orbital gap comes out at 9.742 eV. Its total charge is 0. Its spin multiplicity is 1. The electronic energy comes out at -741.2330 a.u. The energy relative to the best compared isomer or geometry (same formula, charge and spin) comes out at 3.944 eV.

Geometry (Å):
H1 2.697 1.318 0.604
N1 2.095 1.262 -0.257
C1 0.913 0.694 -0.189
N2 0.136 0.646 -1.374
S1 -0.765 -0.907 -1.616
C2 0.502 -0.109 1.047
C3 0.979 -1.501 1.183
O1 -0.968 -0.148 1.321
C4 -1.608 1.090 1.326
H2 0.575 0.852 -2.213
H3 -2.026 -0.172 -1.808
H4 0.772 0.432 1.869
H5 1.980 -1.476 0.959
H6 0.477 -2.379 0.596
H7 0.712 -1.656 2.220
H8 -1.591 1.486 2.503
H9 -2.796 0.920 1.061
H10 -1.159 1.962 0.701

***

No. 9
Molecular formula: C4H10N2OS
Method: DFT, wB97M-V/def2-TZVPD

Its molecular weight is 134.2 g mol⁻¹. The frontier orbital gap comes out at 7.483 eV. Its total charge is 0. Its spin multiplicity is 1. The electronic energy comes out at -740.8670 a.u. The energy relative to the best compared isomer or geometry (same formula, charge and spin) comes out at 13.906 eV.

Geometry (Å):
C1 1.278 1.791 -0.760
C2 -0.609 -0.098 -0.017
C3 -2.024 -0.735 -0.149
C4 1.912 -1.353 0.956
H1 2.116 2.408 -0.726
H2 1.706 0.934 -1.069
H3 0.367 2.067 -1.353
H4 1.091 2.468 1.081
H5 -2.169 -0.866 -1.262
H6 -1.817 -1.866 0.287
H7 -2.824 0.526 1.261
H8 1.341 -0.330 2.284
H9 1.861 -3.110 1.499
H10 3.364 -0.948 0.191
N1 0.920 1.557 0.593
N2 -0.502 1.081 0.452
O1 -2.996 0.147 0.133
S1 0.792 -1.160 -0.672

***

No. 10
Molecular formula: C4H10N2OS
Method: DFT, wB97M-V/def2-TZVPD

Its molecular weight is 134.2 g mol⁻¹. The frontier orbital gap comes out at 9.874 eV. Its total charge is 0. Its spin multiplicity is 1. The electronic energy comes out at -741.3630 a.u. The energy relative to the best compared isomer or geometry (same formula, charge and spin) comes out at 0.409 eV.

Geometry (Å):
N1 -0.631 -0.163 -2.744
C1 -1.001 0.701 -1.752
O1 -2.041 1.319 -1.822
C2 -0.049 0.793 -0.565
N2 1.304 1.075 -1.025
C3 -0.165 -0.419 0.357
C4 0.202 -0.074 1.806
S1 0.917 -1.477 2.722
H1 -1.264 -0.232 -3.522
H2 0.281 -0.571 -2.827
H3 -0.381 1.688 -0.061
H4 1.814 0.293 -1.400
H5 1.884 1.592 -0.384
H6 -1.172 -0.844 0.341
H7 0.470 -1.236 -0.019
H8 -0.697 0.271 2.313
H9 0.981 0.688 1.837
H10 -0.084 -2.336 2.486

***

Question: Among the records above, which one has the highest molecular weight?
Answer: C4H10N2O4S2

***

Question: electronic energy of number 2 (C4H10N2O2)?
Answer: -418.3692 a.u.

***

Question: Which of these has the highest energy relative to the best compared isomer or geometry (same formula, charge and spin)?
Answer: number 9

***

Question: What is the energy relative to the best compared isomer or geometry (same formula, charge and spin) in the seventh record?
Answer: 2.163 eV